31
Properties=species:S:1:pos:R:3 method="wB97M-V/def2-TZVPD" total_energy_ev=-16821.543 homo_ev=-8.25 smiles=Cc1ccc(O)cc1.Cc1ccccc1 e_lumo_ev=0.83 mol_weight_g_mol=200.28 charge=0 e_above_lowest_ev=3.6923
C 3.222 -1.348 0.712
C -3.291 1.153 -2.370
H -2.637 2.570 -0.239
H -3.106 0.507 -3.301
H 2.200 -2.788 -1.665
H -2.892 -1.283 -1.762
H -2.229 1.666 2.134
H -4.406 1.131 -2.598
H 1.220 -1.631 -2.004
H -1.900 -0.738 2.503
C 2.449 -0.948 -0.346
H -2.835 2.197 -2.755
O 2.851 1.383 3.000
C -2.831 0.714 -1.075
C -2.652 1.603 -0.032
H 4.207 -0.994 2.741
C -2.395 -1.096 0.265
C -2.257 1.052 1.219
C 2.674 0.551 1.986
C -2.240 -0.362 1.513
H 1.448 2.086 1.017
H 3.968 -2.137 0.603
H 1.010 0.585 -1.000
C 2.230 -1.648 -1.643
H 2.879 -1.307 -2.466
C -2.745 -0.637 -0.987
H -2.481 -2.192 0.142
C 1.822 1.028 1.019
C 3.418 -0.719 1.974
C 1.621 0.141 -0.063
H 3.679 1.465 3.478

---

31
Properties=species:S:1:pos:R:3 method="wB97M-V/def2-TZVPD" total_energy_ev=-16823.742 homo_ev=-8.05 smiles=Cc1ccc(O)cc1.Cc1ccccc1 e_lumo_ev=0.79 mol_weight_g_mol=200.28 charge=0 e_above_lowest_ev=1.4928
C -1.819 -1.172 -0.909
C -0.712 -1.622 0.021
C -1.873 2.231 -0.655
C 1.129 -2.149 1.945
H 2.403 -0.705 0.998
H 0.736 1.343 1.317
C 0.918 1.652 -0.835
C 0.897 2.804 -3.098
C 0.214 1.602 0.408
H -2.142 -1.832 -1.698
H -0.255 -3.489 2.868
H -2.785 -1.145 -0.351
H -1.958 -3.023 1.005
C -0.968 -2.566 0.993
C -1.142 1.891 0.458
H -1.725 -0.141 -1.196
H 0.239 2.825 -3.977
H -1.722 3.030 -2.566
H 1.950 1.365 -0.876
H 1.895 2.428 -3.283
H 1.005 3.878 -2.880
C -0.086 -2.789 2.068
C 1.501 -1.285 0.892
H -1.642 1.889 1.421
C -1.170 2.491 -1.810
C 0.196 2.210 -1.916
H 2.659 -1.550 2.984
C 0.619 -1.141 -0.167
O 2.043 -2.272 2.977
H -2.928 2.421 -0.556
H 0.905 -0.807 -1.152

---

33
Properties=species:S:1:pos:R:3 method="wB97M-V/def2-TZVPD" total_energy_ev=-20919.123 homo_ev=-8.86 smiles="CC[C@@]1(C)C(=O)C=Cc2c1oc(C)c(C)c2=O" e_lumo_ev=-0.38 mol_weight_g_mol=232.28 charge=0 e_above_lowest_ev=1.8906
C -1.515 3.132 0.577
C 2.387 -1.044 0.562
C -1.900 -1.653 0.503
H 0.602 4.717 0.686
H -1.160 -2.937 -3.245
O 3.056 1.704 0.435
C 0.103 -0.151 0.096
C 1.875 1.414 0.463
H -1.914 -1.363 1.590
H -1.567 3.736 -0.322
H 0.463 -1.757 -2.032
H 2.181 4.124 0.121
C -0.497 -1.535 -0.093
H -2.506 2.666 0.791
H 2.562 -3.127 0.928
C 1.437 0.059 0.372
C -0.410 2.128 0.385
H -2.383 -2.840 -1.934
H -0.997 -0.822 -2.044
H -2.321 -2.668 0.401
C 0.912 2.493 0.589
C 1.370 3.928 0.818
H 1.820 4.040 1.809
H -2.533 -0.948 -0.025
H 3.442 -0.899 0.704
O 0.057 -3.712 0.833
C -1.313 -2.939 -2.153
H -0.922 -3.870 -1.728
H -1.297 3.829 1.403
C 0.458 -2.594 0.508
C 1.858 -2.313 0.708
C -0.559 -1.703 -1.635
O -0.791 0.906 -0.070

---

32
Properties=species:S:1:pos:R:3 method="wB97M-V/def2-TZVPD" total_energy_ev=-15466.019 homo_ev=-8.51 e_lumo_ev=-2.13 mol_weight_g_mol=196.10 charge=0 e_above_lowest_ev=1.2233
H 2.980 2.599 4.865
C 4.212 0.812 4.745
H 5.149 -1.139 4.658
C 3.009 1.513 4.761
C 0.567 1.454 5.097
C 3.006 -1.270 4.381
B 0.732 -0.689 7.671
H -4.961 -1.189 4.944
C 1.799 -0.578 4.372
H 0.663 -0.146 8.782
H -3.875 1.137 6.141
H -4.824 -0.989 3.188
H 0.860 -1.115 4.210
C 4.210 -0.587 4.605
H 1.838 -1.232 7.526
C -1.822 1.447 5.593
C -0.754 1.084 4.721
H -5.514 0.305 4.191
C -3.376 0.119 4.304
H -2.620 -0.707 2.464
H 5.152 1.354 4.852
H -0.168 -1.533 7.540
H 3.003 -2.352 4.231
C -4.743 -0.471 4.145
H -0.292 0.113 2.826
C -3.085 0.927 5.415
H 0.585 0.253 6.731
C -1.077 0.322 3.556
C -2.369 -0.128 3.358
C 1.774 0.812 4.672
H -1.591 2.105 6.436
H 0.678 2.431 5.577

---

40
Properties=species:S:1:pos:R:3 method="wB97M-V/def2-TZVPD" total_energy_ev=-81425.527 homo_ev=-8.79 e_lumo_ev=-0.28 mol_weight_g_mol=413.99 charge=0
H 1.844 -3.805 0.037
Cl 3.086 0.170 -3.166
C -0.840 1.293 2.903
S -0.351 1.259 1.145
C 1.255 -2.514 1.735
H 0.135 -3.222 0.002
H 0.018 -1.886 3.823
H -1.347 -1.045 -1.767
C -2.461 2.584 -2.603
C -3.433 1.547 -2.597
C 0.141 -0.951 3.290
H -2.790 3.602 -2.829
C -3.012 0.245 -2.287
H 2.617 -1.344 -0.251
C 0.741 0.800 -1.671
H -0.044 1.839 3.438
H 0.895 -3.302 2.374
O 1.483 1.882 -1.642
C 1.615 -1.761 -0.537
C 0.339 -0.376 0.920
H 2.294 -2.306 2.016
C -0.707 0.992 -1.959
H 1.018 -0.417 3.667
H -1.766 1.874 2.950
H -1.980 -0.528 3.056
C -1.076 -0.085 3.487
C 1.170 -2.969 0.316
N 0.441 -1.307 1.908
Cl 3.704 1.121 -0.259
Cl -5.104 1.933 -2.785
H -3.792 -0.538 -2.233
C -1.134 2.311 -2.281
H 1.276 -0.190 -1.933
C -1.664 -0.034 -2.002
H -1.243 0.021 4.560
B 2.995 1.608 -1.926
H -0.410 3.132 -2.310
N 0.623 -0.713 -0.334
H 1.695 -2.038 -1.608
Cl 3.769 3.115 -2.647

---

39
Properties=species:S:1:pos:R:3 method="wB97M-V/def2-TZVPD" total_energy_ev=-251120.000 homo_ev=-12.68 e_lumo_ev=-4.70 mol_weight_g_mol=633.36 charge=+1
H -3.371 -3.166 -0.228
H 3.968 -0.689 1.998
H -1.170 3.445 1.900
H -4.379 -0.805 -0.527
H 0.026 2.790 -2.769
C 1.071 1.311 -0.853
Br 3.184 -5.707 2.109
C 0.755 -0.605 0.458
O -1.335 3.532 -1.446
C -0.553 -0.688 0.076
C -3.020 -2.451 -0.972
H -2.617 3.996 1.086
C -0.913 3.771 -0.152
C 2.937 0.330 0.420
C -1.109 0.253 -0.789
C -0.265 1.299 -1.235
H 2.714 0.609 2.489
I 2.434 2.742 -1.496
C 3.236 0.065 1.703
H -3.601 -2.653 -1.872
Br 6.216 -5.164 1.301
C -3.322 -1.038 -0.457
H -1.119 -1.509 0.480
C 4.610 -4.425 2.034
C -2.565 0.059 -1.225
H 3.701 0.538 -0.319
C -0.767 2.409 -2.129
Br 4.063 -2.831 1.071
H -1.966 -2.620 -1.182
Cl -3.554 1.538 -1.176
H -3.068 -0.988 0.605
H -2.518 -0.276 -2.266
H -2.085 2.285 0.942
O 0.101 4.392 0.035
H 4.823 -4.114 3.047
H 1.188 -1.324 1.138
N 1.569 0.356 -0.008
C -1.765 3.320 0.999
H -1.534 2.011 -2.791